1.
An isolated ion of composition C6H13N and charge -1. Source: OMol25; level of theory: the ωB97M-V functional and the def2-TZVPD basis.

Its multiplicity is 2. For the LUMO energy (spin up / spin down), the calculation gives 3.9447 / 3.8002 eV. Its expectation value of S² is 0.7503. The value obtained for the HOMO-LUMO gap (spin up / spin down) is 2.687 / 7.676 eV. The value obtained for the molar mass is 99.177 g/mol. As for the total charge: -1.

Last column: Löwdin charge in e.
Atoms and positions in Å:
C  0.51  2.13  0.94  -0.18
C  1.14  0.76  1.41  -0.30
C  1.22  -0.26  0.21  -0.22
C  -0.07  -0.76  -0.49  -0.34
C  -0.27  -0.72  -1.81  -0.37
N  -1.41  -1.30  -2.37  -0.05
C  -1.00  -1.18  0.65  -0.22
H  -0.40  1.98  0.29  0.05
H  0.08  2.64  1.93  0.10
H  1.23  2.51  0.25  0.03
H  0.70  0.38  2.26  0.04
H  2.16  1.17  1.66  0.10
H  1.73  0.37  -0.56  0.09
H  1.82  -1.05  0.76  0.10
H  0.34  -0.19  -2.52  0.06
H  -2.29  -1.64  -2.02  -0.01
H  -1.53  -1.29  -3.36  -0.04
H  -1.57  -0.29  1.19  0.07
H  -0.46  -1.78  1.44  0.07
H  -1.96  -1.47  0.14  0.01

2.
An isolated ion of composition C6H13N and charge -1. Source: OMol25; level of theory: the ωB97M-V functional and the def2-TZVPD basis.

Its multiplicity is 2. For the LUMO energy (spin up / spin down), the calculation gives 3.9806 / 4.0344 eV. Its expectation value of S² is 0.7509. The value obtained for the HOMO-LUMO gap (spin up / spin down) is 2.183 / 8.988 eV. The value obtained for the molar mass is 99.177 g/mol. As for the total charge: -1.

Last column: Löwdin charge in e.
Atoms and positions in Å:
C  0.10  1.81  -0.35  -0.37
C  0.91  0.56  -0.65  -0.34
C  0.16  -0.59  0.04  -0.39
C  -0.78  -1.31  -0.53  -0.15
C  -1.55  -2.32  0.30  -0.21
C  0.67  -0.70  1.40  -0.12
N  0.54  2.79  -1.32  -0.05
H  -0.85  1.51  -0.64  0.03
H  0.11  2.05  0.73  0.08
H  2.09  0.69  -0.34  0.04
H  1.10  0.56  -1.75  0.02
H  -1.09  -1.22  -1.57  0.06
H  -1.63  -2.06  1.35  0.02
H  -2.57  -2.59  -0.15  0.07
H  -0.89  -3.21  0.43  0.06
H  1.56  -1.32  1.59  0.05
H  0.56  0.16  2.12  0.07
H  -0.07  -1.41  2.00  0.07
H  1.58  2.92  -1.38  0.03
H  0.05  3.70  -1.26  0.04

Short version: 2 is the least stable of them.

1.
C6H12ClN as an isolated structure. Source: OMol25; level of theory: the ωB97M-V functional and the def2-TZVPD basis.

For the LUMO energy, the calculation gives 0.7747 eV. The value obtained for the HOMO-LUMO gap is 10.329 eV. The value obtained for the molar mass is 133.622 g/mol.

Last column: Löwdin charge in e.
Atoms and positions in Å:
C  -0.95  -0.21  1.39  -0.16
C  -1.18  0.13  -0.11  -1.00
C  -2.54  -0.50  -0.40  -0.20
C  -0.13  -0.32  -1.05  -0.19
C  1.14  -0.16  -1.11  -0.08
C  1.90  0.84  -0.18  -0.30
H  -0.32  -1.23  1.57  0.11
H  -2.16  -0.56  1.92  0.15
H  -0.36  0.74  2.16  0.15
H  -3.38  -0.03  0.25  0.09
H  -2.83  -0.58  -1.57  0.13
H  -2.51  -1.54  0.15  0.10
H  -0.56  -1.16  -1.66  0.12
H  1.86  -0.77  -1.74  0.13
H  2.15  1.67  -0.87  0.13
H  1.17  1.24  0.40  0.03
H  3.80  0.30  -0.31  0.03
H  3.19  -0.30  1.02  0.10
N  3.17  0.57  0.40  0.00
Cl  -1.48  1.86  -0.27  0.68

2.
C6H12ClN in the gas phase. Source: OMol25; level of theory: the ωB97M-V functional and the def2-TZVPD basis.

For the LUMO energy, the calculation gives 0.8613 eV. The value obtained for the HOMO-LUMO gap is 10.033 eV. As for the structure (SMILES): CC(C)=C[C@@H](N)CCl. The value obtained for the molar mass is 133.622 g/mol.

Last column: Löwdin charge in e.
Atoms and positions in Å:
C  -0.24  0.23  -3.10  -0.08
C  -0.74  0.30  -1.67  -0.31
C  -1.91  1.29  -1.45  -0.04
C  -0.09  -0.38  -0.75  -0.10
C  -0.55  -0.66  0.66  -0.47
N  -0.37  -2.04  1.13  0.03
C  0.06  0.31  1.72  -0.53
Cl  1.85  0.42  1.68  0.55
H  0.72  -0.33  -3.18  0.08
H  -0.03  1.25  -3.48  0.08
H  -0.95  -0.22  -3.84  0.09
H  -1.49  2.14  -0.94  0.07
H  -2.74  0.97  -0.82  0.07
H  -2.33  1.62  -2.37  0.06
H  0.83  -0.91  -1.02  0.11
H  -1.61  -0.45  0.67  0.12
H  -0.47  -2.73  0.38  0.08
H  0.65  -2.04  1.34  0.06
H  -0.26  -0.06  2.72  0.08
H  -0.31  1.31  1.47  0.07

Short version: 1 is the least stable of them.

1.
C3H4N2O2 in the gas phase. Source: OMol25; level of theory: the ωB97M-V functional and the def2-TZVPD basis.

For the LUMO energy, the calculation gives 0.4279 eV. The value obtained for the HOMO-LUMO gap is 11.384 eV. As for the structure (SMILES): N#C[C@@H](O)C(N)=O. The value obtained for the molar mass is 100.077 g/mol.

Last column: Löwdin charge in e.
Atoms and positions in Å:
N  2.90  -0.90  -0.64  0.18
C  2.03  -0.25  -0.26  -0.18
C  1.02  0.57  0.33  -0.29
O  1.24  1.96  0.17  -0.03
C  -0.43  0.32  -0.40  -0.46
N  -0.89  -0.93  -0.29  0.15
O  -0.88  1.24  -1.09  0.06
H  1.00  0.43  1.46  0.18
H  0.83  2.14  -0.72  0.10
H  -0.40  -1.65  0.30  0.14
H  -1.57  -1.31  -1.04  0.17

2.
A 2-piece molecular cluster, C3H4N2O2 overall. Source: OMol25; level of theory: the ωB97M-V functional and the def2-TZVPD basis.

For the LUMO energy, the calculation gives 0.6435 eV. The value obtained for the HOMO-LUMO gap is 9.793 eV. As for the structure (SMILES): O=C1NO1.C#CN. The value obtained for the molar mass is 100.077 g/mol.

Last column: Löwdin charge in e.
Atoms and positions in Å:
O  -0.18  -1.62  -1.98  0.16
C  -0.97  -1.37  -1.14  -0.61
N  -1.27  -0.61  -0.01  0.19
O  -2.18  -1.66  -0.72  0.11
H  -0.92  -1.10  0.82  0.11
C  1.73  -0.14  0.37  0.08
C  1.06  0.85  0.58  -0.30
N  0.31  1.95  0.86  0.05
H  2.32  -0.99  0.12  0.03
H  -0.64  1.87  0.51  0.08
H  0.74  2.82  0.59  0.09

3.
C3H4N2O2 in the gas phase. Source: OMol25; level of theory: the ωB97M-V functional and the def2-TZVPD basis.

For the LUMO energy, the calculation gives 0.8760 eV. The value obtained for the HOMO-LUMO gap is 10.476 eV. As for the structure (SMILES): Cn1ncoc1=O. The value obtained for the molar mass is 100.077 g/mol.

Last column: Löwdin charge in e.
Atoms and positions in Å:
C  -1.54  -0.28  0.02  -0.01
N  -0.16  -0.12  0.41  -0.11
N  0.66  -1.14  -0.02  0.12
C  1.74  -0.55  -0.32  -0.17
O  1.80  0.76  -0.01  0.12
C  0.51  1.09  0.43  -0.49
O  0.16  2.18  0.76  0.13
H  -1.59  -0.83  -0.93  0.09
H  -2.05  -0.86  0.79  0.09
H  -1.99  0.70  -0.11  0.10
H  2.46  -0.95  -1.01  0.13

Short version: 2 is the least stable of them.